[1]
176
Properties=species:S:1:pos:R:3 method="wB97M-V/def2-TZVPD" orbital_gap_ev=9.295 smiles="COC(=O)OC.COC(=O)OC.COC(=O)OC.COC(=O)OC.COC(=O)OC.COC(=O)OC.COCCOCCOC.COCCOCCOC.COCCOCCOC.COCCOCCOC.CC#N.CC#N" relative_energy_ev=0.0000
C -17.513 -19.177 13.953
O -17.181 -19.912 12.806
C -16.517 -19.245 11.686
C -17.346 -18.030 11.159
O -16.886 -16.848 11.723
C -17.417 -15.631 11.320
C -18.925 -15.484 11.972
O -19.825 -16.374 11.399
C -21.168 -16.154 11.981
H -16.690 -18.586 14.354
H -17.938 -19.786 14.750
H -18.223 -18.382 13.729
H -16.391 -19.980 10.891
H -15.511 -19.011 12.032
H -18.401 -18.134 11.412
H -17.299 -18.012 10.070
H -17.241 -15.599 10.245
H -16.799 -14.864 11.785
H -19.381 -14.503 11.845
H -18.966 -15.603 13.055
H -21.913 -16.319 11.202
H -21.316 -15.160 12.403
H -21.353 -16.955 12.697
C -10.690 -15.267 7.462
O -11.032 -15.442 6.106
C -10.704 -16.660 5.487
C -9.197 -16.769 5.136
O -8.283 -16.916 6.242
C -8.384 -18.033 7.074
C -7.382 -17.983 8.273
O -7.362 -16.717 8.996
C -8.451 -16.534 9.908
H -11.096 -14.272 7.644
H -9.603 -15.228 7.529
H -11.071 -16.078 8.082
H -11.376 -16.659 4.628
H -11.104 -17.537 5.996
H -8.767 -15.855 4.724
H -9.130 -17.556 4.385
H -8.294 -18.934 6.468
H -9.326 -18.233 7.584
H -6.385 -18.000 7.833
H -7.491 -18.822 8.961
H -9.242 -17.274 9.787
H -8.705 -15.476 9.839
H -8.150 -16.663 10.948
C -17.753 -18.112 -3.197
O -18.072 -17.480 -1.985
C -18.551 -18.336 -0.974
C -18.599 -17.629 0.427
O -17.262 -17.280 0.830
C -16.990 -17.256 2.192
C -18.155 -16.616 3.057
O -19.350 -17.327 3.008
C -19.493 -18.436 3.883
H -16.803 -18.643 -3.253
H -17.658 -17.360 -3.980
H -18.513 -18.841 -3.480
H -17.828 -19.138 -0.826
H -19.519 -18.783 -1.199
H -19.115 -18.407 0.990
H -19.285 -16.786 0.354
H -16.184 -16.523 2.188
H -16.712 -18.222 2.613
H -18.453 -15.650 2.649
H -17.926 -16.443 4.108
H -19.670 -18.089 4.900
H -18.637 -19.105 3.789
H -20.387 -19.040 3.723
C -12.886 -14.126 1.704
O -12.588 -12.763 1.949
C -12.355 -11.945 0.771
C -11.601 -10.660 1.110
O -10.962 -9.915 0.001
C -11.678 -9.765 -1.275
C -10.703 -9.173 -2.306
O -9.425 -9.919 -2.449
C -8.421 -9.454 -1.601
H -13.000 -14.634 2.661
H -12.310 -14.690 0.970
H -13.825 -14.205 1.156
H -13.269 -11.818 0.192
H -11.757 -12.488 0.039
H -10.862 -10.970 1.849
H -12.318 -10.089 1.700
H -12.478 -9.056 -1.064
H -12.118 -10.689 -1.651
H -10.591 -8.094 -2.194
H -11.228 -9.314 -3.251
H -7.458 -9.938 -1.759
H -8.750 -9.503 -0.563
H -8.356 -8.408 -1.899
C -14.546 -15.196 4.854
O -15.488 -14.259 5.451
C -15.701 -14.298 6.738
O -15.385 -15.260 7.454
O -16.409 -13.246 7.041
C -16.759 -12.861 8.426
H -14.806 -15.252 3.797
H -14.508 -16.156 5.370
H -13.548 -14.811 5.065
H -15.757 -12.910 8.852
H -17.469 -13.582 8.830
H -17.100 -11.836 8.569
C -13.501 -15.657 10.103
O -12.852 -16.062 11.268
C -13.368 -15.855 12.499
O -14.236 -15.042 12.774
O -12.670 -16.644 13.403
C -12.885 -16.409 14.737
H -12.736 -15.713 9.328
H -13.904 -14.644 10.104
H -14.320 -16.334 9.864
H -13.647 -15.657 14.942
H -12.031 -16.081 15.330
H -13.309 -17.290 15.219
C -19.647 -8.382 10.839
O -18.361 -8.955 10.770
C -17.648 -8.938 9.673
O -18.014 -8.654 8.494
O -16.450 -9.357 10.012
C -15.472 -9.462 9.077
H -20.272 -8.746 10.023
H -19.506 -7.302 10.789
H -19.962 -8.655 11.846
H -15.595 -10.168 8.255
H -14.595 -9.943 9.509
H -15.208 -8.478 8.688
C -13.745 -18.519 7.047
O -12.734 -18.304 7.909
C -12.572 -19.173 8.965
O -13.117 -20.327 9.070
O -11.664 -18.636 9.795
C -11.281 -19.212 11.054
H -14.721 -18.503 7.532
H -13.635 -19.426 6.452
H -13.655 -17.690 6.345
H -11.840 -20.108 11.323
H -11.488 -18.437 11.793
H -10.214 -19.396 11.173
C -20.445 -14.416 7.529
O -20.337 -13.574 8.705
C -21.296 -13.505 9.482
O -22.334 -14.266 9.479
O -21.060 -12.516 10.305
C -22.095 -12.045 11.174
H -20.521 -15.475 7.774
H -19.600 -14.181 6.881
H -21.201 -14.031 6.846
H -21.965 -10.965 11.258
H -22.138 -12.469 12.178
H -23.102 -12.173 10.778
C -17.837 -17.424 7.112
O -17.902 -18.675 6.461
C -17.834 -19.818 7.303
O -17.640 -19.936 8.515
O -18.032 -20.831 6.500
C -18.025 -22.201 6.980
H -18.412 -16.712 6.519
H -16.764 -17.239 7.073
H -18.113 -17.367 8.165
H -18.521 -22.200 7.951
H -16.977 -22.488 7.056
H -18.539 -22.932 6.356
C -11.848 -12.405 5.086
C -13.092 -11.608 4.886
N -14.066 -11.049 4.697
H -12.073 -13.134 5.865
H -10.957 -11.910 5.470
H -11.484 -12.993 4.244
C -16.848 -12.449 2.648
C -17.754 -12.967 3.680
N -18.468 -13.378 4.504
H -16.339 -13.306 2.206
H -16.102 -11.779 3.078
H -17.463 -11.921 1.919

---

[2]
160
Properties=species:S:1:pos:R:3 method="wB97M-V/def2-TZVPD" orbital_gap_ev=9.851
C 4.607 0.737 1.794
C 4.027 1.736 1.460
C 3.070 2.847 1.138
C 1.727 2.283 0.602
C 1.867 1.760 -0.873
Si 0.786 0.247 -1.103
C -0.927 0.701 -0.393
C -1.917 -0.101 -1.177
C -2.673 -0.813 -1.783
O 1.467 -1.001 -0.125
C 0.582 -1.776 0.449
N -0.367 -2.345 0.785
O 0.534 -0.199 -2.704
Si 1.912 -0.667 -3.541
C 2.027 0.450 -5.083
C 1.907 1.945 -4.692
C 3.243 2.567 -4.228
Cl 1.378 2.921 -6.143
O 3.328 -0.468 -2.658
C 4.524 -0.609 -3.440
C 5.770 -0.683 -2.522
N 6.148 -2.063 -2.168
C 6.482 -2.229 -0.735
C 5.449 -3.098 0.046
C 4.039 -3.071 -0.570
O 5.930 -4.441 0.229
P 1.569 -2.801 -4.161
O 0.733 -2.765 -5.366
O 0.835 -3.578 -2.899
O 2.973 -3.603 -4.414
H 5.083 -0.227 1.826
H 2.925 3.464 2.039
H 3.535 3.451 0.340
H 1.437 1.467 1.292
H 0.939 3.049 0.690
H 2.936 1.592 -1.066
H 1.460 2.558 -1.521
H -1.000 0.507 0.686
H -1.125 1.766 -0.609
H -3.020 -1.656 -2.356
H 2.921 0.237 -5.686
H 1.112 0.222 -5.662
H 1.178 2.096 -3.879
H 4.038 2.344 -4.963
H 3.185 3.654 -4.089
H 3.544 2.038 -3.305
H 4.681 0.243 -4.122
H 4.526 -1.523 -4.062
H 6.597 -0.242 -3.114
H 5.587 -0.030 -1.652
H 7.022 -2.244 -2.649
H 6.561 -1.266 -0.196
H 7.445 -2.763 -0.674
H 5.359 -2.685 1.070
H 3.613 -2.056 -0.540
H 4.041 -3.451 -1.608
H 3.358 -3.722 0.014
H 5.423 -4.958 -0.409
H 1.471 -3.547 -2.163
H 3.007 -4.432 -3.914
C 0.170 -3.401 3.765
C -1.268 -3.018 4.091
C -1.461 -2.562 5.538
C -1.150 -3.619 6.600
C -1.952 -4.914 6.478
C -3.455 -4.713 6.640
H 0.508 -4.250 4.363
H 0.255 -3.683 2.717
H 0.847 -2.562 3.945
H -1.932 -3.856 3.863
H -1.568 -2.202 3.429
H -2.491 -2.212 5.662
H -0.824 -1.690 5.723
H -1.332 -3.180 7.587
H -0.084 -3.861 6.572
H -1.608 -5.606 7.253
H -1.747 -5.401 5.521
H -3.686 -4.264 7.609
H -3.975 -5.671 6.581
H -3.862 -4.069 5.859
C -2.904 2.398 -4.819
C -4.176 2.911 -4.151
C -5.116 1.792 -3.702
C -5.663 0.911 -4.827
C -6.427 1.656 -5.921
C -7.680 2.361 -5.413
H -3.123 1.845 -5.734
H -2.253 3.232 -5.088
H -2.349 1.740 -4.145
H -4.694 3.599 -4.825
H -3.895 3.499 -3.271
H -5.950 2.233 -3.146
H -4.587 1.151 -2.988
H -6.323 0.157 -4.384
H -4.841 0.355 -5.287
H -6.720 0.934 -6.689
H -5.773 2.380 -6.417
H -8.366 1.648 -4.950
H -8.205 2.846 -6.238
H -7.439 3.131 -4.678
C -0.443 4.792 -3.456
C -0.089 5.319 -2.071
C -1.267 5.250 -1.102
C -2.481 6.099 -1.482
C -2.200 7.591 -1.654
C -1.710 8.265 -0.376
H -1.228 5.387 -3.927
H 0.428 4.823 -4.113
H -0.786 3.755 -3.400
H 0.293 6.341 -2.143
H 0.732 4.715 -1.667
H -0.919 5.539 -0.105
H -1.591 4.206 -1.015
H -3.248 5.968 -0.711
H -2.919 5.714 -2.408
H -3.124 8.080 -1.974
H -1.474 7.753 -2.456
H -2.440 8.150 0.429
H -1.559 9.332 -0.543
H -0.759 7.848 -0.038
C 2.978 -7.076 2.357
C 3.990 -6.479 3.330
C 5.433 -6.566 2.832
C 5.966 -7.986 2.629
C 5.917 -8.883 3.866
C 6.773 -8.370 5.019
H 3.147 -8.143 2.202
H 1.964 -6.957 2.741
H 3.031 -6.576 1.386
H 3.890 -6.964 4.305
H 3.742 -5.425 3.486
H 6.079 -6.031 3.534
H 5.512 -6.028 1.884
H 7.003 -7.917 2.281
H 5.412 -8.472 1.820
H 6.273 -9.878 3.584
H 4.885 -9.012 4.203
H 7.818 -8.272 4.715
H 6.730 -9.063 5.861
H 6.428 -7.398 5.376
C -6.764 6.073 3.778
C -6.783 4.986 2.708
C -6.350 3.616 3.228
C -4.913 3.545 3.750
C -3.839 3.950 2.742
C -3.792 3.049 1.513
H -5.759 6.238 4.169
H -7.115 7.020 3.364
H -7.418 5.809 4.613
H -6.157 5.290 1.865
H -7.801 4.900 2.317
H -6.486 2.878 2.432
H -7.025 3.313 4.035
H -4.718 2.521 4.085
H -4.817 4.173 4.640
H -2.866 3.910 3.242
H -3.980 4.990 2.432
H -3.610 2.011 1.801
H -2.986 3.360 0.844
H -4.724 3.092 0.947